No. 1
Entry from the OMol25 dataset: a structure of composition C42H105N7Na3O18P (ωB97M-V/def2-TZVPD).

ORCA input file:
```
! wB97M-V def2-TZVPD RIJCOSX def2/J DEFGRID3
* xyz 0 1
Na 2.57 0.42 -1.86
Na -1.42 -1.67 -0.17
Na 0.51 2.15 1.83
P 0.32 0.29 -0.12
O 0.24 -0.15 1.37
O 1.35 1.46 -0.22
O -1.15 0.63 -0.47
O 0.72 -0.84 -1.09
C 5.74 4.76 0.97
O 5.12 4.84 -0.28
C 4.15 3.83 -0.49
C 3.46 4.14 -1.79
N 2.56 3.06 -2.15
C 1.61 3.36 -3.20
C 0.80 2.12 -3.51
O 1.67 1.09 -3.96
C 0.96 -0.02 -4.44
H 6.29 3.82 1.08
H 5.01 4.86 1.79
H 6.46 5.57 1.04
H 3.47 3.77 0.38
H 4.65 2.85 -0.57
H 4.21 4.31 -2.56
H 2.91 5.09 -1.68
H 2.03 2.71 -1.35
H 2.15 3.71 -4.09
H 0.93 4.19 -2.93
H 0.02 2.29 -4.26
H 0.31 1.82 -2.57
H 1.64 -0.64 -5.02
H 0.15 0.28 -5.11
H 0.57 -0.63 -3.62
C -4.86 0.85 3.32
O -4.54 1.96 2.52
C -3.19 1.96 2.14
C -2.99 3.02 1.07
N -1.57 3.06 0.72
C -1.21 4.12 -0.21
C -1.97 4.12 -1.54
O -1.61 5.31 -2.22
C -1.91 5.23 -3.59
H -4.37 0.91 4.30
H -4.53 -0.08 2.83
H -5.94 0.81 3.44
H -2.88 0.97 1.77
H -2.54 2.21 3.00
H -3.38 3.98 1.41
H -3.60 2.72 0.21
H -1.43 2.18 0.19
H -0.15 4.04 -0.44
H -1.39 5.11 0.23
H -3.06 4.09 -1.42
H -1.65 3.24 -2.13
H -1.39 4.39 -4.07
H -1.60 6.16 -4.07
H -2.99 5.09 -3.77
C -0.50 -4.28 5.77
O -0.65 -4.85 4.50
C 0.39 -4.53 3.59
C 0.53 -3.09 3.18
N -0.47 -2.62 2.20
C -1.83 -2.68 2.74
C -2.67 -3.75 2.10
O -3.09 -3.29 0.81
C -3.48 -4.33 -0.07
H -1.34 -4.62 6.37
H -0.53 -3.18 5.75
H 0.44 -4.56 6.24
H 0.21 -5.13 2.70
H 1.35 -4.88 4.01
H 1.49 -3.01 2.66
H 0.60 -2.42 4.05
H -0.22 -1.64 2.00
H -2.37 -1.73 2.72
H -1.81 -2.94 3.81
H -3.58 -3.96 2.68
H -2.12 -4.69 2.01
H -4.14 -5.04 0.45
H -2.59 -4.89 -0.38
H -4.01 -3.88 -0.90
C 1.89 5.66 2.08
O 1.87 4.32 2.55
C 2.56 4.15 3.76
C 2.53 2.68 4.14
N 1.16 2.20 4.18
C 1.09 0.78 4.56
C -0.32 0.41 4.97
O -0.75 1.35 5.94
C -1.89 0.95 6.65
H 1.40 6.32 2.80
H 1.31 5.68 1.16
H 2.91 5.99 1.88
H 2.12 4.77 4.56
H 3.61 4.46 3.64
H 3.05 2.57 5.10
H 3.11 2.14 3.39
H 0.73 2.65 5.00
H 1.80 0.50 5.36
H 1.36 0.16 3.70
H -0.33 -0.60 5.39
H -0.98 0.42 4.09
H -1.79 -0.09 7.00
H -2.79 1.03 6.03
H -1.96 1.58 7.53
C 4.88 -0.29 -4.41
O 4.01 -0.80 -3.44
C 4.49 -1.98 -2.82
C 3.83 -2.19 -1.47
N 4.21 -1.07 -0.60
C 3.72 -1.19 0.77
C 4.02 0.02 1.58
O 5.41 0.09 1.80
C 5.78 1.22 2.55
H 5.09 -1.02 -5.20
H 5.85 -0.02 -3.97
H 4.43 0.62 -4.82
H 5.59 -1.98 -2.74
H 4.24 -2.85 -3.45
H 4.25 -3.12 -1.05
H 2.74 -2.16 -1.59
H 5.22 -0.98 -0.60
H 4.16 -2.06 1.30
H 2.63 -1.34 0.76
H 3.47 -0.03 2.54
H 3.66 0.94 1.09
H 6.84 1.39 2.42
H 5.57 1.07 3.62
H 5.24 2.12 2.23
C 3.05 -5.21 0.49
O 2.25 -5.18 -0.65
C 1.21 -4.22 -0.57
C 0.58 -4.15 -1.94
N -0.49 -3.16 -2.03
C -1.14 -3.20 -3.31
C -1.94 -4.45 -3.60
O -1.15 -5.42 -4.26
C -1.60 -6.72 -4.06
H 2.46 -5.37 1.40
H 3.61 -4.27 0.61
H 3.74 -6.05 0.41
H 1.64 -3.24 -0.30
H 0.47 -4.46 0.20
H 0.19 -5.15 -2.14
H 1.38 -3.95 -2.68
H -0.06 -2.24 -1.82
H -0.49 -2.97 -4.18
H -1.82 -2.34 -3.36
H -2.77 -4.16 -4.28
H -2.41 -4.84 -2.70
H -1.44 -7.05 -3.01
H -1.00 -7.39 -4.68
H -2.66 -6.84 -4.30
C -2.64 1.79 -6.10
O -3.29 1.80 -4.86
C -3.00 0.66 -4.09
C -3.79 0.72 -2.81
N -3.30 -0.32 -1.90
C -4.18 -0.43 -0.71
C -5.61 -0.84 -1.01
O -6.41 0.31 -1.18
C -7.75 0.11 -0.86
H -2.81 0.84 -6.63
H -1.55 1.94 -5.98
H -3.03 2.62 -6.68
H -1.92 0.62 -3.84
H -3.23 -0.27 -4.64
H -4.85 0.59 -3.05
H -3.69 1.74 -2.40
H -2.48 0.13 -1.48
H -4.20 0.48 -0.10
H -3.74 -1.24 -0.11
H -6.00 -1.43 -0.17
H -5.65 -1.44 -1.93
H -8.25 -0.60 -1.53
H -8.26 1.07 -0.90
H -7.86 -0.28 0.17
*
```

## Properties
**Kohn-Sham gap**: 8.157 eV
**DFT total energy**: -115083.7150 eV

No. 2
Entry from the OMol25 dataset: a cluster of 7 separate species, C42H105N7O14 in total (ωB97M-V/def2-TZVPD).

ORCA input file:
```
! wB97M-V def2-TZVPD RIJCOSX def2/J DEFGRID3
* xyz 0 1
C -2.74 3.25 -2.14
O -1.51 3.53 -2.67
C -0.93 4.79 -2.47
C 0.61 4.64 -2.59
N 1.19 5.18 -3.81
C 2.69 5.01 -3.86
C 3.22 3.53 -3.93
O 2.36 2.84 -4.79
C 2.50 1.45 -4.90
H -2.68 3.45 -1.07
H -2.92 2.18 -2.16
H -3.45 3.90 -2.64
H -1.25 5.13 -1.48
H -1.38 5.41 -3.24
H 0.80 3.58 -2.77
H 1.19 4.95 -1.73
H 0.85 4.54 -4.52
H 3.01 5.50 -2.94
H 3.16 5.63 -4.63
H 3.21 3.03 -2.96
H 4.21 3.59 -4.39
H 1.62 1.01 -5.37
H 2.60 0.99 -3.91
H 3.38 1.13 -5.45
C 7.69 -2.20 -5.87
O 6.62 -1.39 -6.27
C 5.52 -1.37 -5.39
C 5.83 -0.59 -4.08
N 4.69 -0.74 -3.16
C 4.34 -2.01 -2.58
C 3.20 -1.73 -1.55
O 2.78 -2.99 -0.99
C 1.99 -2.90 0.19
H 8.13 -2.00 -4.89
H 8.50 -2.11 -6.60
H 7.33 -3.23 -5.84
H 5.22 -2.33 -4.96
H 4.73 -1.07 -6.07
H 5.99 0.47 -4.29
H 6.69 -0.92 -3.50
H 4.22 0.12 -2.93
H 5.18 -2.48 -2.07
H 3.92 -2.73 -3.28
H 2.40 -1.23 -2.09
H 3.59 -1.09 -0.76
H 1.05 -2.43 -0.09
H 2.43 -2.22 0.92
H 1.84 -3.86 0.69
C -4.39 -2.19 -3.54
O -3.58 -1.93 -4.69
C -3.00 -0.62 -4.69
C -1.92 -0.62 -5.87
N -0.58 -1.25 -5.73
C 0.10 -0.95 -6.94
C 1.43 -1.65 -7.01
O 1.36 -3.01 -7.04
C 2.62 -3.62 -7.39
H -5.21 -2.84 -3.83
H -4.68 -1.32 -2.97
H -3.71 -2.80 -2.94
H -2.51 -0.40 -3.74
H -3.86 0.00 -4.94
H -1.83 0.41 -6.22
H -2.25 -1.16 -6.76
H -0.73 -2.25 -5.69
H 0.30 0.12 -6.96
H -0.55 -1.34 -7.72
H 1.92 -1.24 -6.13
H 1.92 -1.24 -7.89
H 3.38 -3.12 -6.79
H 3.00 -3.44 -8.39
H 2.62 -4.71 -7.44
C 4.26 1.04 4.18
O 2.88 1.11 4.04
C 2.26 -0.17 4.11
C 0.76 0.02 3.93
N 0.02 -1.23 3.57
C 0.14 -2.36 4.54
C -0.32 -3.61 3.83
O -1.68 -3.46 3.51
C -2.12 -4.61 2.82
H 4.85 0.81 3.29
H 4.66 0.52 5.05
H 4.56 2.08 4.32
H 2.44 -0.61 5.09
H 2.58 -0.76 3.24
H 0.69 0.76 3.13
H 0.27 0.51 4.76
H -0.97 -1.13 3.37
H -0.39 -2.18 5.48
H 1.19 -2.55 4.76
H -0.09 -4.44 4.50
H 0.35 -3.77 2.98
H -1.78 -5.49 3.36
H -1.89 -4.65 1.76
H -3.21 -4.58 2.79
C -0.32 -0.29 -1.73
O 0.22 0.27 -0.54
C -0.79 0.96 0.32
C -0.42 2.46 0.31
N 0.69 2.99 1.11
C 1.99 2.32 0.98
C 2.63 2.57 -0.39
O 3.10 3.92 -0.74
C 4.14 4.45 0.19
H -0.91 -1.20 -1.59
H 0.50 -0.53 -2.41
H -1.03 0.42 -2.15
H -0.63 0.50 1.30
H -1.85 0.78 0.15
H -1.32 3.04 0.51
H -0.04 2.50 -0.72
H 0.46 2.80 2.08
H 1.86 1.26 1.18
H 2.70 2.65 1.74
H 2.01 2.30 -1.24
H 3.40 1.81 -0.49
H 3.77 4.57 1.20
H 4.77 5.32 0.00
H 4.87 3.64 0.28
C -3.37 0.60 3.62
O -2.52 1.47 4.27
C -2.35 1.22 5.72
C -1.56 2.33 6.41
N -0.16 2.62 6.01
C 0.86 2.85 6.98
C 2.11 3.51 6.40
O 1.77 4.73 5.58
C 2.67 4.91 4.53
H -4.43 0.53 3.84
H -2.89 -0.37 3.49
H -3.42 0.87 2.57
H -1.89 0.25 5.91
H -3.28 1.25 6.27
H -1.59 2.10 7.47
H -2.24 3.17 6.28
H -0.15 3.46 5.45
H 1.17 1.88 7.37
H 0.48 3.44 7.81
H 2.71 2.85 5.77
H 2.68 3.85 7.27
H 3.71 4.93 4.86
H 2.24 5.85 4.17
H 2.52 4.06 3.88
C -4.11 -1.50 0.21
O -4.75 -1.85 1.41
C -5.76 -2.84 1.22
C -6.57 -2.86 2.58
N -5.62 -3.35 3.60
C -6.26 -3.76 4.88
C -7.20 -4.95 4.78
O -8.51 -4.73 4.21
C -9.26 -3.81 4.92
H -3.13 -1.03 0.30
H -4.76 -0.97 -0.48
H -3.78 -2.37 -0.35
H -5.36 -3.79 0.86
H -6.45 -2.60 0.40
H -7.39 -3.58 2.49
H -7.11 -1.96 2.84
H -4.89 -2.65 3.68
H -6.64 -2.85 5.34
H -5.42 -4.03 5.50
H -7.28 -5.35 5.79
H -6.67 -5.76 4.27
H -9.74 -4.08 5.86
H -10.17 -3.77 4.32
H -8.93 -2.77 4.85
*
```

## Properties
**Structure (SMILES)**: COCCNCCOC.COCCNCCOC.COCCNCCOC.COCCNCCOC.COCCNCCOC.COCCNCCOC.COCCNCCOC
**Kohn-Sham gap**: 8.746 eV
**DFT total energy**: -84337.3455 eV

Number 1: E_LUMO 0.09 eV. Number 2: E_LUMO 0.57 eV.